1.
Here is C57H46F3NO4P2S3Ta as an isolated structure in a non-equilibrium geometry from the Open Molecules 2025 dataset. Energies are from wB97M-V/def2-TZVPD.

The value obtained for the total energy is -130301.5879 eV. Its charge is +3.

Each line ends with the Mulliken charge.
Atoms and positions in Å:
Ta 0.33247 -0.03558 -1.57089  1.93
O -0.32798 0.78436 0.11931  0.23
S -0.60743 0.28601 1.61356  0.83
C -2.32914 0.78341 1.96865  0.21
C -2.56256 0.83153 3.33336  -0.50
C -3.73746 1.25330 3.94787  -1.46
C -4.73681 1.63061 3.10159  0.18
C -6.13938 2.11958 3.35646  -0.84
C -6.67193 2.59454 1.98366  -0.82
C -5.65994 2.08830 1.02377  0.07
C -5.68033 2.11554 -0.31050  -1.29
C -4.57660 1.60731 -0.99621  -1.12
C -3.39666 1.17919 -0.40849  0.75
P -2.28821 0.61536 -1.82873  0.58
C -3.18340 -0.64945 -2.71811  1.88
C -3.02736 -1.94654 -2.22674  -0.86
C -3.70921 -2.99273 -2.84198  -0.82
C -4.50818 -2.72080 -3.94928  -0.62
C -4.63768 -1.43307 -4.46623  -1.22
C -4.00284 -0.41113 -3.81060  -0.68
C -2.15766 2.21294 -2.69556  1.23
C -1.75770 3.32864 -1.92395  -0.87
C -1.52276 4.56203 -2.53237  -0.68
C -1.64758 4.70099 -3.90376  -0.63
C -2.01205 3.61671 -4.69268  -0.86
C -2.22782 2.35325 -4.09189  -0.43
C -3.33122 1.17145 1.03324  -1.17
C -4.51039 1.58941 1.69014  1.50
C 0.30971 1.28228 2.72045  -0.02
C -0.13525 2.50734 3.17771  -0.10
C 0.40488 3.16908 4.31691  -1.34
C 1.36905 2.48880 4.99652  0.61
C 2.14461 2.87401 6.22423  -0.89
C 2.95167 1.59789 6.65053  -0.92
C 2.75227 0.71161 5.45127  0.22
C 3.41018 -0.42928 5.08891  -1.50
C 3.10086 -0.98746 3.82873  -0.32
C 2.10668 -0.53269 2.98934  1.28
P 1.90154 -1.26416 1.31255  -0.35
C 3.68565 -1.27550 0.81360  1.92
C 4.06249 0.00934 0.42130  -1.03
C 5.38151 0.32058 0.24420  -0.76
C 6.34760 -0.64765 0.45165  -0.80
C 5.98687 -1.94298 0.84255  -1.04
C 4.64533 -2.27814 0.97445  -0.07
C 1.27800 -2.94794 1.75102  0.64
C 1.99491 -3.89991 2.47057  -0.06
C 1.44217 -5.13183 2.80068  -0.97
C 0.15321 -5.46582 2.35928  -0.75
C -0.55013 -4.57908 1.54165  -0.83
C 0.01323 -3.32725 1.25329  0.36
C 1.39835 0.61665 3.39585  -1.36
C 1.79054 1.23476 4.56694  0.84
H -1.72739 0.55574 4.02454  0.54
H -3.83535 1.27425 5.03248  0.49
H -6.17547 2.93418 4.08504  0.37
H -6.77502 1.35821 3.79952  0.33
H -6.67379 3.68450 1.93703  0.30
H -7.70422 2.21852 1.78624  0.38
H -6.47806 2.49360 -0.95578  0.49
H -4.62792 1.53964 -2.08107  0.27
H -2.38622 -2.11516 -1.37495  0.43
H -3.63653 -4.00594 -2.44604  0.46
H -5.02461 -3.55593 -4.39480  0.43
H -5.26811 -1.25084 -5.32953  0.51
H -4.15532 0.59023 -4.20092  0.47
H -1.72766 3.22940 -0.82431  0.15
H -1.26150 5.40494 -1.89285  0.50
H -1.41048 5.68676 -4.34597  0.41
H -2.21614 3.70326 -5.76178  0.49
H -2.53810 1.49554 -4.65899  0.33
H -0.88988 3.06049 2.66319  0.69
H 0.04538 4.17567 4.53576  0.49
H 1.42283 3.13358 7.01552  0.37
H 2.75183 3.75178 6.03547  0.38
H 2.53130 1.12314 7.53130  0.35
H 3.99941 1.78312 6.92959  0.42
H 4.19981 -0.92261 5.69183  0.44
H 3.73174 -1.78062 3.45986  0.34
H 3.31358 0.80425 0.30589  0.18
H 5.72153 1.29376 -0.05128  0.49
H 7.40576 -0.39639 0.34172  0.43
H 6.75210 -2.65931 1.04977  0.57
H 4.33645 -3.29822 1.26720  0.55
H 2.91208 -3.62575 2.94822  0.21
H 1.95748 -5.86761 3.42035  0.48
H -0.26215 -6.41349 2.59245  0.46
H -1.56644 -4.78909 1.18676  0.48
H -0.54183 -2.63413 0.70553  0.05
O 1.28231 1.66500 -1.84774  -0.26
N 1.71414 2.14290 -3.04355  0.35
C 2.69731 3.10477 -3.05170  -0.29
C 3.17041 3.53094 -4.26164  -0.96
C 2.62352 3.01656 -5.45089  -0.34
C 1.60546 2.08042 -5.42312  -0.93
C 1.16926 1.61318 -4.18183  1.05
S -0.01790 0.38763 -3.94658  -0.42
H 2.98846 3.41000 -2.06191  0.63
H 3.98996 4.25521 -4.27234  0.46
H 3.00103 3.34249 -6.41353  0.51
H 1.16534 1.66946 -6.34829  0.49
C 3.90349 -3.74257 -2.06952  -1.47
S 2.30119 -3.42167 -1.24187  0.98
C 1.32937 -4.94300 -1.36828  -1.16
H 4.52497 -4.22271 -1.34283  0.57
H 4.25356 -2.73200 -2.28611  0.35
H 3.75515 -4.36196 -2.95468  0.51
H 1.82434 -5.64351 -2.04020  0.49
H 0.35387 -4.65147 -1.67688  0.36
H 1.27411 -5.38244 -0.36222  0.39
F 0.33415 -2.43717 -4.47177  -0.18
C 1.48178 -2.69625 -3.87522  0.76
F 1.65026 -4.02458 -3.94512  -0.23
F 2.50337 -2.15670 -4.54411  -0.25
C 1.43423 -2.15495 -2.38705  0.89
O 2.04049 -0.94946 -2.12734  -0.80
O 0.11910 -2.01537 -1.87850  -0.55

Forces on the atoms, in the same order (eV/Å):
-0.057 0.122 0.892
-0.142 0.078 0.328
-0.616 0.284 0.274
0.658 0.420 0.115
1.644 -0.572 0.853
-0.381 -0.092 0.046
-0.360 0.124 -0.791
-0.118 0.629 0.393
-0.677 -0.495 0.510
0.191 0.021 0.767
-0.308 0.063 -2.184
0.782 -0.268 -0.179
-0.013 -0.551 -0.302
-0.136 0.559 0.904
0.069 -0.060 0.056
-0.260 -0.078 -0.414
0.060 0.297 0.232
0.106 -0.355 0.013
-0.318 -0.977 0.264
-0.047 0.933 -0.506
0.655 0.723 -0.336
-0.626 -0.380 0.173
0.103 -0.490 0.776
0.417 0.721 -0.544
-0.459 -1.134 0.230
-0.389 1.140 0.554
0.139 -0.340 -0.347
-0.566 0.246 0.399
0.227 -0.305 0.155
0.531 0.862 0.567
-0.562 -0.175 -1.452
0.211 0.601 0.830
-0.713 -0.314 1.126
-0.124 0.565 -0.570
0.914 -0.458 0.158
0.458 -0.796 -0.066
0.225 -0.074 0.083
0.018 0.201 -0.166
0.327 -0.642 0.089
-0.699 -0.034 0.173
-0.710 0.203 0.115
0.925 -0.187 -0.216
0.487 -0.610 0.328
-0.191 0.656 -0.440
-0.407 -0.162 0.368
-0.386 -0.404 -0.861
-0.338 0.026 0.788
-0.734 -0.424 -0.218
0.589 0.869 -0.758
0.081 0.616 0.326
0.999 -1.046 1.205
-0.830 -0.117 -0.866
0.652 -0.182 0.650
-0.815 0.151 -0.732
0.073 -0.056 -0.301
0.234 -0.044 -0.021
0.064 -0.366 -0.097
-0.205 0.007 -0.021
0.810 0.389 0.018
-0.057 -0.082 0.667
-0.219 0.242 0.169
0.059 -0.178 0.148
-0.017 0.270 -0.171
-0.134 0.007 -0.231
0.102 0.028 0.104
0.029 -0.073 0.232
0.107 0.158 -0.666
-0.017 -0.124 -0.304
-0.407 -0.718 0.142
0.321 0.152 0.308
0.152 0.108 -0.462
-0.634 -0.084 -0.396
0.212 -0.377 0.193
0.329 0.186 -0.194
0.231 0.084 0.000
-0.326 -0.003 0.131
-0.277 0.029 -0.467
-0.630 0.603 -0.363
0.105 -0.187 0.141
0.147 -0.361 0.043
-0.154 0.432 -0.082
-0.377 -0.100 0.036
0.316 -0.413 -0.012
0.291 0.656 -0.134
0.538 -0.018 -0.047
0.100 0.425 -0.163
-0.326 -0.671 0.302
0.496 -0.098 0.161
-0.858 1.004 -0.955
0.233 0.225 -0.536
0.472 0.181 -0.707
-0.967 -0.975 -0.136
0.341 0.270 0.115
-0.180 -0.125 -0.018
0.105 0.055 -0.194
-0.055 -0.006 0.976
0.235 -0.211 -0.624
0.270 0.192 -0.002
-0.417 -0.240 -0.073
0.024 0.071 0.128
0.301 0.253 0.706
-1.161 0.413 -0.258
0.242 -0.173 -0.126
1.083 -0.417 0.645
0.388 -0.203 0.420
0.270 -0.168 -0.113
0.100 0.215 0.094
-0.238 0.174 -0.119
-0.791 0.072 -0.390
0.076 0.303 -0.236
-0.101 0.140 -0.282
0.080 0.134 -0.194
-0.064 -0.005 0.329
-0.314 0.244 0.285
-0.360 -0.140 1.125
-0.004 -0.759 -0.664
0.871 0.268 -0.652


2.
Here is C57H47CdN5O3PSbSe4 as an isolated structure in a non-equilibrium geometry from the Open Molecules 2025 dataset. Energies are from wB97M-V/def2-TZVPD.

The value obtained for the total energy is -355237.3861 eV. For the energy above the lowest of the compared OMol25 structures with the same formula, charge and spin, the calculation gives 758.90 kJ/mol. Its charge is -2.

Each line ends with the Mulliken charge.
Atoms and positions in Å:
Cd 1.48553 0.38436 0.25238  2.93
O 0.80754 2.11971 -0.74505  -0.54
C 0.32231 3.29012 -0.17426  1.76
C 0.87029 3.61032 1.23563  -2.21
C 0.33468 2.68836 2.33828  0.82
C -0.31962 3.35976 3.42640  -0.97
C -0.73940 2.58192 4.42036  -0.97
C -0.65483 1.19061 4.31020  -1.15
C -0.11327 0.61686 3.18564  0.14
C -0.11347 -0.90924 2.96195  0.76
C -1.09184 -1.35569 1.85008  0.73
O -0.39177 -1.20353 0.62848  -0.45
C -1.64729 -2.82465 1.96135  0.51
C -2.31348 -3.33120 0.84219  -0.26
C -2.94403 -4.56588 0.90417  -0.37
C -2.96074 -5.27354 2.07240  -0.55
C -2.39944 -4.75908 3.27582  -0.98
C -1.72028 -3.52598 3.19093  -1.48
C -2.39580 -0.59152 1.86914  0.19
C -2.82401 0.13332 0.73193  0.24
C -3.95885 0.90687 0.72521  -0.55
C -4.76923 0.89096 1.81987  -0.74
C -4.38607 0.22572 2.93658  -0.96
C -3.20746 -0.52666 3.02236  -0.13
N 0.34804 1.35455 2.12860  2.03
C 0.82162 4.63490 -1.12767  0.26
C 0.30140 5.86104 -0.91968  -0.39
C 0.79738 6.96795 -1.61826  -0.86
C 1.71526 6.70839 -2.61896  -0.47
C 2.24179 5.47027 -2.80362  -0.89
C 1.85226 4.37668 -1.98109  -0.45
C -1.22710 3.45730 -0.30183  0.14
C -1.78918 3.10005 -1.52973  -0.29
C -3.10122 3.17896 -1.79282  -1.05
C -3.95982 3.89581 -0.89198  -0.63
C -3.49297 4.22543 0.35069  -0.77
C -2.14144 3.93607 0.63533  0.33
H 1.99116 3.57652 1.05448  0.26
H 0.63208 4.59547 1.66866  0.30
H -0.26191 4.47230 3.40973  0.47
H -1.21426 2.88160 5.56020  0.10
H -0.86813 0.59292 5.07936  0.60
H 1.03527 -1.52718 2.95316  -0.37
H -0.44012 -1.20913 4.09929  -1.40
H -2.30738 -2.71306 -0.00126  0.38
H -3.40792 -4.89494 -0.12486  0.13
H -3.59642 -6.19778 2.00402  0.20
H -2.36625 -5.39603 4.12338  0.47
H -1.23283 -3.27845 3.94135  1.46
H -2.22937 0.01867 -0.16344  0.12
H -4.24024 1.42380 -0.16877  0.70
H -5.80345 1.29668 1.82371  0.27
H -5.04123 0.22015 3.78030  0.45
H -2.97334 -1.06639 3.94357  0.40
H -0.44221 6.16544 -0.20564  0.39
H 0.49711 8.00469 -1.43750  0.39
H 2.09809 7.61909 -3.16422  0.23
H 3.11393 5.32185 -3.47474  0.36
H 2.34756 3.43886 -2.15351  0.60
H -1.12445 2.71875 -2.22285  0.64
H -3.47877 2.91531 -2.73899  0.50
H -4.97382 4.18097 -1.05127  0.33
H -4.02200 4.71099 1.10669  0.57
H -1.85370 4.19088 1.69068  -0.09
O 4.25619 -0.34280 -0.12243  -0.68
C 3.18404 -0.66884 -0.55233  -1.50
C 3.07920 -1.72887 -1.61214  1.55
C 4.10536 -2.60057 -1.57559  -0.67
C 4.01623 -3.80808 -2.33766  -0.82
C 2.95981 -3.94879 -3.21970  -0.93
C 1.92822 -3.03442 -3.26173  -0.52
C 1.94031 -1.94139 -2.43991  0.64
P 0.80684 -0.42018 -2.69624  0.73
C -0.54433 -1.06285 -3.68542  -0.12
C -1.46792 -1.87408 -3.01680  0.00
C -2.45750 -2.55055 -3.65856  -0.36
C -2.66022 -2.33197 -5.07761  -0.81
C -1.90481 -1.33903 -5.61280  -0.51
C -0.87472 -0.75155 -4.98775  -0.69
C 1.88992 0.41925 -4.04734  0.73
C 1.66589 1.80399 -4.33722  -0.51
C 2.43456 2.48528 -5.21002  -0.52
C 3.53594 1.90079 -5.81700  -0.49
C 3.81087 0.58128 -5.58529  -0.79
C 3.04404 -0.13053 -4.69764  -0.68
H 4.91982 -2.41624 -0.84212  0.35
H 4.73311 -4.62163 -2.20000  0.32
H 2.83699 -4.79729 -3.80188  0.53
H 1.14911 -3.20544 -4.04231  0.28
H -1.28340 -2.00523 -1.98634  -0.12
H -3.21020 -3.12082 -3.07500  0.40
H -3.27294 -2.86281 -5.71201  0.48
H -1.99940 -1.05712 -6.68380  0.30
H -0.30579 -0.18047 -5.64547  0.47
H 0.91037 2.33935 -3.74982  0.31
H 2.15347 3.43306 -5.55383  0.52
H 4.09619 2.50490 -6.59135  0.22
H 4.56230 0.10165 -6.13533  0.48
H 3.30279 -1.12735 -4.45265  0.37
N 2.62009 1.12764 4.99637  -0.20
C 3.02647 1.14255 3.84707  0.39
H 1.85248 1.25069 5.74525  0.09
Se 2.05203 -1.34341 9.73949  -0.48
Sb 0.19013 -0.57922 8.34955  0.43
Se 0.80308 1.67641 7.46279  -0.61
Se -0.37204 -2.15279 6.49173  -0.23
Se 3.87720 1.15540 2.30664  -0.17
N 0.85697 -4.11036 -0.24019  0.51
C 1.22464 -4.56219 0.99673  0.38
C 2.01467 -3.64798 1.81580  -0.15
N 2.35469 -3.92624 3.04290  -0.65
C 1.89275 -5.09443 3.54869  -0.56
C 1.31898 -6.02475 2.74105  -0.30
N 1.04152 -5.85553 1.40027  -0.86
H 0.63396 -3.09865 -0.31960  -0.88
H 0.31974 -4.70031 -0.81687  0.34
H 2.39234 -2.76010 1.32902  1.07
H 2.18742 -5.44905 4.51442  0.39
H 1.29970 -7.04965 3.16944  0.32

Forces on the atoms, in the same order (eV/Å):
-1.457 -0.499 0.730
-0.829 2.224 0.507
-0.297 1.615 -1.670
0.808 -0.560 0.336
-0.398 0.296 -1.379
2.055 0.930 -1.995
-2.467 -1.142 5.277
1.329 2.106 -2.932
0.431 -1.192 -2.276
1.357 -1.590 4.526
1.486 -1.083 -1.684
-0.225 -0.111 0.294
-0.105 0.195 1.148
0.671 -0.472 1.887
-0.276 0.847 -2.987
-1.393 -1.233 1.061
0.185 0.414 -2.964
-4.210 -3.424 -7.360
-0.925 1.562 0.478
1.122 -0.779 0.441
0.060 -0.545 -0.748
-1.973 0.807 0.085
0.814 -1.342 1.407
-0.028 0.447 -1.006
0.132 1.516 2.124
-0.453 -4.483 2.529
-0.155 3.345 -0.099
-0.204 -0.723 -0.306
0.586 2.860 -0.508
1.541 -1.939 0.104
0.476 2.090 -2.097
-0.402 -0.414 0.696
0.688 -0.103 1.408
-2.251 2.262 0.964
0.555 -0.690 0.056
2.536 -0.990 -1.244
0.748 0.733 1.629
-1.111 -0.232 0.758
0.140 0.062 -1.032
-0.318 -1.067 0.301
1.454 -0.185 -3.650
-1.130 -2.159 2.911
-3.382 2.282 -0.541
0.368 0.077 -2.804
-0.024 0.597 -1.373
0.661 0.141 2.401
1.010 0.641 0.667
-0.073 -0.140 0.879
4.341 2.849 6.870
0.283 0.232 0.017
-0.091 0.159 -0.300
0.925 0.181 -0.188
-0.375 0.018 0.539
0.077 0.169 -0.315
-0.414 -0.882 0.510
-0.178 -0.502 0.080
-0.257 -1.261 0.295
-0.816 0.150 0.213
-0.274 -0.431 0.497
1.192 -0.934 -1.493
-0.410 -0.458 -1.058
-0.714 -0.265 -0.848
-1.193 0.623 0.878
0.093 -0.346 -1.260
1.870 0.011 -0.072
-1.747 0.534 -0.197
-1.150 0.750 0.022
1.269 -2.962 -0.166
0.280 0.944 0.504
0.402 0.473 1.425
-0.834 0.039 -1.219
-0.008 1.898 -0.134
2.032 0.108 -0.399
-0.587 -0.147 -0.371
0.879 0.059 -0.138
-2.100 -0.361 -1.727
1.280 0.661 3.417
-1.170 -0.531 -2.968
1.363 0.202 1.309
1.118 0.904 -0.215
-1.401 -1.895 2.140
1.179 -0.249 -1.095
0.123 1.217 -1.588
-0.410 0.475 0.278
-2.205 0.168 1.360
-0.580 -0.191 -0.746
-0.052 0.381 -0.189
0.136 -1.655 -1.050
0.419 0.370 0.878
-0.153 -0.253 1.329
0.838 0.063 -0.490
-1.729 -1.196 -0.775
-0.262 -0.417 0.691
1.383 1.383 -0.374
-0.022 -0.283 -0.418
-0.295 1.556 0.079
-0.526 -0.855 1.018
1.206 -0.661 -0.442
0.252 -0.950 -0.008
0.707 0.066 -3.745
-0.983 0.299 4.247
0.913 -0.367 -0.954
-1.108 0.209 -0.071
2.043 -0.439 -1.759
-0.982 -0.490 1.219
-0.159 0.892 1.500
-0.309 -0.176 0.306
0.516 1.043 0.814
0.593 -0.687 0.686
-0.798 -1.064 -0.482
-0.243 0.134 0.312
0.435 0.090 -0.760
0.316 -1.147 -1.455
-0.089 1.938 0.954
0.141 -0.791 0.396
-0.665 -0.753 -0.424
0.021 0.287 0.131
0.112 0.517 0.674
-0.569 0.595 -0.639


E_HOMO for every record listed, in sequence, given in eV: -14.65, -2.90.
LUMO for every record listed, in sequence, given in eV: -8.1, 1.5.
Kohn-Sham gap for every record listed, in sequence, given in eV: 6.52, 4.38.